(1)
The following is a DFT calculation (ωB97M-V with the def2-TZVPD basis set) of a cluster of 11 separate species, C13H48N10O11 in total in a non-equilibrium geometry.

Positions of all 82 atoms, in Å:
C1 -1.231 0.413 4.028
C2 -1.140 1.946 4.293
O1 -1.215 2.244 5.650
H1 -0.956 0.017 2.975
H2 -2.309 0.022 4.045
H3 -0.648 -0.171 4.689
H4 -1.965 2.398 3.780
H5 -0.184 2.301 4.084
H6 -1.563 3.153 5.665
C3 0.352 -0.373 -4.914
C4 -0.944 -0.874 -4.426
O2 -2.021 -0.065 -4.749
H7 1.093 -1.064 -4.451
H8 0.469 0.654 -4.592
H9 0.476 -0.475 -5.987
H10 -0.787 -0.881 -3.311
H11 -1.227 -1.851 -4.703
H12 -2.565 -0.016 -3.946
C5 -2.597 2.967 0.493
O3 -2.656 1.822 1.327
N1 -1.416 3.468 0.104
N2 -3.686 3.428 0.056
H13 -0.572 2.959 0.233
H14 -1.320 4.143 -0.654
H15 -3.755 4.327 -0.498
H16 -4.531 2.967 0.522
C6 -3.364 -1.107 -2.075
O4 -2.656 -2.294 -2.111
N3 -4.606 -0.796 -2.361
N4 -2.675 -0.066 -1.795
H17 -5.157 -1.650 -2.545
H18 -4.825 -0.062 -3.052
H19 -1.842 -0.228 -1.165
H20 -2.951 0.844 -1.835
C7 0.402 0.081 0.425
O5 1.702 -0.323 0.221
N5 -0.022 1.157 1.050
N6 -0.594 -0.703 0.006
H21 0.732 1.776 1.372
H22 -1.019 1.359 1.178
H23 -0.212 -1.519 -0.541
H24 -1.413 -0.791 0.551
C8 3.407 -1.975 -2.021
O6 2.656 -0.802 -2.207
N7 3.674 -2.495 -0.854
N8 3.801 -2.667 -3.029
H25 3.429 -1.738 -0.220
H26 4.404 -3.198 -0.708
H27 3.382 -2.432 -3.983
H28 4.148 -3.658 -2.947
C9 0.174 -3.888 -0.496
O7 -0.711 -4.747 -0.055
N9 1.374 -3.782 -0.106
N10 -0.079 -2.892 -1.256
H29 1.838 -4.373 0.676
H30 2.075 -3.147 -0.430
H31 -1.038 -2.870 -1.613
H32 0.615 -2.464 -1.901
C10 3.347 -1.723 2.588
O8 3.433 -0.435 2.051
H33 3.293 -1.653 3.720
H34 4.205 -2.283 2.322
H35 2.509 -2.304 2.228
H36 2.640 -0.283 1.521
C11 3.793 2.096 -0.210
O9 3.815 3.411 -0.435
H37 3.698 1.433 -1.144
H38 2.902 1.930 0.406
H39 4.739 1.808 0.305
H40 4.243 3.917 0.287
C12 -3.128 -2.585 1.403
O10 -3.020 -1.207 1.454
H41 -3.439 -2.992 2.323
H42 -2.216 -2.900 0.859
H43 -4.009 -2.679 0.795
H44 -3.783 -0.782 1.812
C13 1.338 4.453 1.759
O11 1.638 3.167 2.315
H45 2.059 4.653 0.989
H46 1.438 5.181 2.570
H47 0.325 4.517 1.335
H48 2.438 3.213 2.855

Forces on atoms 1 to 2 (eV/Å):
-1.92 -0.52 -2.21
-0.49 -2.56 -0.51

As for the spin multiplicity: 1. The value obtained for the energy relative to the best compared isomer or geometry (same formula, charge and spin) is 180.6 kcal/mol. The structure (SMILES) is NC(N)=O.NC(N)=O.NC(N)=O.NC(N)=O.NC(N)=O.CCO.CCO.CO.CO.CO.CO. Its total energy is -51678.4199 eV. The HOMO-LUMO gap comes out at 8.52 eV.

(2)
The following is a DFT calculation (ωB97M-V with the def2-TZVPD basis set) of an isolated molecule of C10H16O2 in a non-equilibrium geometry.

Positions of all 28 atoms, in Å:
C1 -2.101 1.960 -0.383
C2 -1.664 0.522 -0.095
C3 -2.724 -0.557 -0.193
C4 -0.518 0.151 0.422
C5 -0.066 -1.260 0.901
C6 0.769 -1.945 -0.114
C7 2.184 -1.128 -0.128
C8 2.126 0.194 -0.929
C9 1.345 1.501 -0.240
C10 0.476 1.181 0.999
H1 -1.456 2.768 0.120
H2 -2.982 2.120 0.087
H3 -2.465 2.224 -1.413
H4 -1.438 -2.015 -0.785
H5 0.497 -1.098 1.902
H6 -0.977 -1.770 1.442
H7 0.320 -1.945 -1.042
H8 0.948 -3.059 0.210
H9 2.656 -1.156 0.943
H10 2.962 -1.693 -0.641
H11 1.247 0.034 -1.597
H12 3.074 0.310 -1.278
H13 2.064 2.394 0.213
H14 0.762 1.870 -1.186
H15 0.191 2.118 1.398
H16 1.015 0.544 1.786
O1 -2.433 -1.923 -0.490
O2 -3.814 -0.341 0.090

Forces on atoms 1 to 2 (eV/Å):
2.16 0.47 -0.52
-1.08 -0.40 -1.55

As for the spin multiplicity: 1. The value obtained for the energy relative to the best compared isomer or geometry (same formula, charge and spin) is 83.2 kcal/mol. The structure (SMILES) is CC(C(=O)O)=C1CCCCCC1. Its total energy is -14720.8667 eV. The HOMO-LUMO gap comes out at 10.23 eV.